No. 1
Below is a gas-phase ion, C15H25BO7S (charge -2) in a non-equilibrium geometry, with properties calculated with ωB97M-V/def2-TZVPD.

Results
- frontier orbital gap (eV) = 6.8
- lowest unoccupied orbital energy (eV) = 5.309
- total charge = -2
- largest force on an atom (eV Å⁻¹) = 1.9
- E_HOMO (eV) = -1.45
- spin multiplicity = 1

Atoms and positions in Å:
H1 -3.91 1.30 2.10
C1 -2.38 -0.33 -1.21
C2 1.07 1.38 1.33
H2 1.76 -0.25 -3.48
H3 -5.14 -0.37 0.34
S1 2.14 -2.39 -0.35
C3 -4.06 0.23 2.12
C4 3.94 0.34 2.15
O1 -0.98 -0.30 1.71
O2 4.05 1.11 -0.08
O3 2.27 -2.90 -4.61
O4 2.39 2.01 1.15
H4 4.42 -0.52 1.70
H5 1.17 0.31 1.33
C5 0.07 1.80 0.30
C6 -0.02 0.82 -0.91
B1 1.16 -1.13 -1.50
H6 0.72 1.68 2.31
H7 2.31 0.68 3.50
C7 -4.12 -0.31 0.69
H8 0.51 -2.69 -3.66
C8 1.95 -1.19 -2.96
H9 0.50 2.25 -2.42
C9 2.88 -0.17 3.13
O5 -0.27 -1.34 -1.58
H10 3.03 -1.23 -2.79
H11 4.70 0.87 2.71
H12 -3.31 -0.28 2.70
H13 -1.20 2.32 -1.91
H14 -3.66 -1.30 0.70
H15 1.19 -3.16 0.18
O6 1.25 0.28 -1.03
C10 -0.36 1.66 -2.14
H16 2.15 -0.79 2.62
H17 -0.89 1.87 0.79
H18 0.26 2.81 -0.07
C11 3.43 1.16 0.98
C12 -0.95 -0.41 -0.74
H19 -5.02 0.06 2.61
H20 3.30 -0.74 3.94
H21 -2.64 1.15 0.32
O7 -1.20 -2.30 0.73
C13 1.55 -2.33 -3.80
C14 -1.01 -1.07 0.70
H22 -3.94 1.17 -0.86
C15 -3.27 0.52 -0.30
H23 -0.67 1.04 -2.98
H24 -2.75 -1.35 -1.24
H25 -2.44 0.05 -2.23

No. 2
Below is a molecular structure, C15H25BaN5O5 in a non-equilibrium geometry, with properties calculated with ωB97M-V/def2-TZVPD.

Results
- frontier orbital gap (eV) = 5.8
- lowest unoccupied orbital energy (eV) = 0.066
- ΔE to the lowest compared entry with this formula, charge and spin (kJ/mol) = 93.5
- largest force on an atom (eV Å⁻¹) = 4.3
- E_HOMO (eV) = -5.71
- spin multiplicity = 1

Atoms and positions in Å:
H1 -2.22 1.21 -0.72
O1 1.67 -0.92 -3.86
C1 1.15 3.79 2.54
C2 0.50 2.82 1.76
C3 -0.37 -1.48 -3.52
H2 -2.93 -0.45 -4.16
H3 -1.40 -1.90 0.31
H4 -1.14 -0.93 -5.46
H5 -1.13 -2.68 -5.10
H6 2.48 4.10 4.27
C4 -1.26 -1.81 1.39
N1 -0.07 -1.32 1.80
H7 -2.80 -2.28 4.39
C5 -2.05 -1.98 3.67
O2 -2.51 2.87 -0.32
H8 1.94 -3.41 -0.53
H9 1.07 4.83 2.27
N2 0.92 -1.56 -2.99
Ba1 1.63 0.03 -0.34
H10 1.00 2.52 -1.55
H11 -3.17 -2.59 1.90
C6 1.94 2.13 -1.23
C7 -2.26 -2.16 2.30
C8 0.07 -1.01 3.10
N3 -1.10 -0.19 -1.65
O3 -2.31 0.25 -1.03
C9 -1.40 -0.91 -2.75
H12 4.36 -2.02 -2.79
C10 1.93 3.37 3.65
H13 1.22 -2.58 0.71
H14 2.53 1.58 4.79
C11 1.24 1.12 3.15
H15 -3.22 2.95 0.31
H16 -0.14 3.10 0.90
H17 -2.93 -2.12 -3.59
H18 2.56 2.62 -0.50
C12 -0.85 -1.43 4.07
H19 3.16 -0.82 -2.59
N4 1.19 -0.25 3.48
O4 3.91 -1.44 -2.13
N5 0.61 1.50 2.01
O5 1.93 -2.59 0.07
H20 0.38 -1.84 -5.49
H21 2.65 1.86 -2.14
H22 -2.73 3.22 -1.18
C13 -0.58 -1.74 -4.97
H23 -0.59 -1.21 5.11
C14 1.98 2.02 3.95
H24 -3.54 -0.81 -2.52
C15 -2.80 -1.08 -3.28
H25 1.48 -0.40 4.46

No. 3
Below is a molecular structure, C15H25Cl2N3PdSSe2, with properties calculated with ωB97M-V/def2-TZVPD.

Results
- frontier orbital gap (spin up / spin down) (eV) = 6.8 / 6.7
- lowest unoccupied orbital energy (spin up / spin down) (eV) = 0.475 / -0.390
- ΔE to the lowest compared entry with this formula, charge and spin (kJ/mol) = 13.6
- largest force on an atom (eV Å⁻¹) = 0.6
- E_HOMO (spin up / spin down) (eV) = -6.34 / -7.05
- spin multiplicity = 3

Atoms and positions in Å:
C1 -0.74 2.75 1.64
H1 -3.28 -4.80 -0.27
C2 2.15 -4.71 -1.25
H2 -0.10 -0.18 -2.39
C3 -1.74 1.80 2.27
H3 1.94 3.06 0.17
Cl1 -4.75 0.59 -0.40
H4 0.54 0.79 -3.72
H5 1.49 -4.21 -1.96
H6 3.80 -3.32 -1.35
H7 2.70 -5.48 -1.79
H8 1.40 3.68 -1.41
C4 2.34 -1.38 -0.35
C5 0.37 0.60 3.94
H9 -2.58 1.59 1.60
Cl2 -0.94 -3.26 -0.15
Se1 -1.06 0.03 2.76
H10 -1.09 3.77 1.77
C6 -2.60 -2.78 -0.23
H11 -5.68 -4.15 -0.41
C7 -5.26 -2.04 -0.41
H12 2.13 0.75 -1.77
H13 -6.30 -1.74 -0.47
C8 1.13 3.57 -0.36
H14 0.61 -0.97 -3.81
H15 2.13 -2.16 -2.19
H16 1.52 -5.18 -0.50
N1 2.52 -2.64 0.15
S1 2.38 -0.04 0.70
C9 -4.91 -3.39 -0.37
H17 0.95 4.55 0.07
H18 3.75 -4.29 0.11
H19 2.64 -2.64 1.14
H20 0.24 2.67 2.11
C10 3.12 -3.74 -0.60
C11 -4.29 -1.08 -0.36
Se2 -0.48 2.48 -0.28
H21 0.72 -0.29 4.45
H22 1.19 1.02 3.37
H23 0.00 1.31 4.67
C12 2.06 -0.08 -2.46
Pd1 -0.03 -0.49 0.32
C13 -3.57 -3.76 -0.29
C14 0.70 -0.12 -3.13
N2 -1.98 -0.42 -0.22
N3 2.32 -1.30 -1.70
H24 2.85 0.03 -3.21
H25 -2.14 2.23 3.19
C15 -2.87 -1.38 -0.27

No. 4
Below is a molecular structure, C15H25Cl2PPdSe2Te2 in a non-equilibrium geometry, with properties calculated with ωB97M-V/def2-TZVPD.

Results
- frontier orbital gap (eV) = 4.3
- lowest unoccupied orbital energy (eV) = 4.459
- total charge = -2
- largest force on an atom (eV Å⁻¹) = 2.5
- E_HOMO (eV) = 0.11
- spin multiplicity = 1

Atoms and positions in Å:
H1 -0.34 1.04 -2.48
H2 -3.65 -0.08 -1.58
H3 -2.13 -1.70 1.78
H4 0.81 -3.76 0.58
C1 -1.51 -2.48 1.31
H5 0.13 3.16 -1.07
Te1 -1.51 1.08 3.96
H6 -1.95 -1.45 -3.13
H7 1.54 0.93 1.77
H8 1.64 -1.34 2.11
H9 0.12 -0.95 2.91
H10 -2.02 -2.85 0.42
H11 -3.10 0.15 0.08
C2 0.62 -1.68 2.28
C3 3.18 0.43 -1.67
Cl1 1.04 5.30 -0.81
H12 -1.40 -3.30 2.01
H13 1.75 3.13 -0.26
C4 0.69 -2.80 0.08
C5 -1.52 -0.40 -1.32
C6 -2.97 -0.47 -0.82
C7 3.93 0.93 -0.62
H14 1.31 -0.34 -2.33
P1 -0.47 -0.16 0.24
H15 -3.29 -1.48 -0.57
H16 0.24 -2.98 -0.89
H17 0.66 -2.62 2.84
Cl2 0.00 3.50 1.23
C8 -0.14 -1.88 0.97
C9 -1.28 -1.57 -2.27
H18 3.64 0.31 -2.65
H19 -0.26 -1.60 -2.65
H20 -1.56 1.75 -1.42
Te2 -3.07 2.89 2.69
H21 4.97 1.20 -0.76
Se1 0.87 1.54 4.52
H22 -1.52 -2.53 -1.81
H23 3.90 1.44 1.48
C10 0.77 3.62 -0.32
C11 1.86 0.07 -1.49
H24 1.69 -2.38 -0.07
C12 -1.35 0.91 -2.09
Pd1 -1.56 1.43 1.45
C13 1.24 0.24 -0.25
H25 -2.05 0.98 -2.92
C14 2.00 0.76 0.80
C15 3.33 1.08 0.63
Se2 -3.29 2.93 0.10

No. 5
Below is a molecular structure, C15H25ClFNO3PmSi in a non-equilibrium geometry, with properties calculated with ωB97M-V/def2-TZVPD.

Results
- frontier orbital gap (spin up / spin down) (eV) = 7.5 / 7.6
- lowest unoccupied orbital energy (spin up / spin down) (eV) = -3.206 / -3.138
- total charge = +1
- largest force on an atom (eV Å⁻¹) = 4.0
- E_HOMO (spin up / spin down) (eV) = -10.71 / -10.72
- spin multiplicity = 5

Atoms and positions in Å:
H1 1.49 1.36 3.16
Pm1 0.53 -0.61 0.14
C1 -2.96 0.79 2.61
H2 -2.38 -5.04 1.37
C2 -4.16 0.18 2.95
H3 2.24 -2.82 2.42
N1 -1.22 -1.91 0.76
F1 -0.81 0.67 1.54
H4 -2.73 1.81 2.88
H5 -2.16 -5.68 -0.26
H6 3.76 0.48 1.28
H7 1.66 1.83 1.45
C3 2.15 -1.83 2.86
H8 -2.62 -2.74 -2.18
C4 -3.47 -1.83 1.82
H9 2.50 -0.25 -3.42
H10 -1.00 -2.08 -2.27
H11 0.75 -2.39 4.39
H12 2.84 2.37 2.63
H13 -5.33 -1.60 2.83
H14 1.25 -3.14 -0.07
O1 0.32 -0.16 -2.02
O2 1.38 1.27 -0.74
H15 3.66 0.11 3.00
Si1 -1.29 -3.39 -0.16
C5 -2.23 -1.27 1.44
H16 -0.01 -1.87 2.89
C6 2.64 0.16 -2.43
C7 -4.40 -1.13 2.56
H17 2.97 -1.70 3.57
H18 0.69 -4.44 1.00
C8 2.20 1.53 2.35
H19 -4.89 0.73 3.53
H20 3.41 0.92 -2.37
H21 0.71 -0.68 4.00
C9 0.82 -1.67 3.57
C10 -2.44 -4.79 0.31
C11 1.33 0.55 -1.76
C12 -2.06 0.05 1.88
C13 0.53 -3.97 0.02
H22 -3.48 -4.57 0.07
C14 -1.57 -2.96 -1.98
H23 -3.67 -2.85 1.53
O3 2.31 -0.88 1.78
Cl1 3.07 -1.17 -1.30
H24 0.78 -4.70 -0.74
H25 -1.27 -3.78 -2.64
C15 3.07 0.31 2.11

No. 6
Below is a molecular structure, C15H25CrN5O4S, with properties calculated with ωB97M-V/def2-TZVPD.

Results
- frontier orbital gap (spin up / spin down) (eV) = 7.5 / 8.2
- lowest unoccupied orbital energy (spin up / spin down) (eV) = -9.668 / -9.135
- ΔE to the lowest compared entry with this formula, charge and spin (kJ/mol) = 0.0
- total charge = +3
- largest force on an atom (eV Å⁻¹) = 0.1
- E_HOMO (spin up / spin down) (eV) = -17.22 / -17.30
- spin multiplicity = 4

Atoms and positions in Å:
H1 -4.22 -0.99 -0.15
C1 2.41 1.72 0.40
C2 -0.08 -0.02 3.00
H2 -2.88 2.77 2.19
H3 4.92 3.75 1.18
O1 -2.23 -1.05 0.40
H4 1.39 -0.16 -4.11
H5 -2.31 0.00 -2.34
H6 -1.44 -2.00 2.89
H7 0.80 0.61 2.92
C3 -2.97 0.22 -1.51
N1 1.57 -3.28 -4.89
H8 2.38 -0.41 0.61
H9 4.66 -0.51 1.59
C4 -1.34 0.81 3.02
N2 -0.02 -0.84 -1.27
Cr1 -0.69 0.29 0.20
H10 -2.25 0.20 3.15
H11 5.98 1.58 1.88
H12 2.03 -3.24 -5.78
C5 -3.25 -1.01 -0.64
N3 1.60 -0.99 -4.65
H13 1.31 -4.18 -4.52
H14 -1.67 3.31 1.00
C6 4.23 0.44 1.30
H15 -3.66 2.70 -0.31
N4 0.69 -2.40 -2.99
H16 -0.14 -2.92 2.12
C7 0.35 -1.53 -2.15
C8 4.98 1.61 1.47
C9 4.42 2.80 1.09
H17 -1.30 1.57 3.79
C10 -1.74 -2.35 0.79
S1 0.85 2.01 -0.32
C11 -2.28 2.47 1.33
O2 -2.26 1.22 -0.72
H18 -3.86 1.19 0.62
H19 0.02 -0.65 3.89
H20 -3.89 0.66 -1.90
H21 2.78 3.71 0.32
N5 3.17 2.82 0.59
H22 2.02 -0.87 -5.55
C12 -3.14 1.91 0.23
C13 2.96 0.49 0.77
O3 -0.08 -0.86 1.80
C14 -0.84 -2.11 1.99
H23 -2.57 -3.00 1.07
O4 -1.35 1.42 1.71
H24 -3.18 -1.91 -1.25
H25 -1.20 -2.79 -0.05
C15 1.29 -2.20 -4.18

No. 7
Below is a molecular structure, C15H25MoN4O5Si, with properties calculated with ωB97M-V/def2-TZVPD.

Results
- frontier orbital gap (spin up / spin down) (eV) = 7.2 / 7.1
- lowest unoccupied orbital energy (spin up / spin down) (eV) = -10.880 / -10.993
- ΔE to the lowest compared entry with this formula, charge and spin (kJ/mol) = 0.0
- total charge = +3
- largest force on an atom (eV Å⁻¹) = 0.8
- E_HOMO (spin up / spin down) (eV) = -18.09 / -18.07
- spin multiplicity = 1

Atoms and positions in Å:
C1 -0.77 -4.33 0.61
H1 1.59 4.63 -2.52
N1 -0.29 1.25 -1.61
H2 -2.43 -5.41 -2.36
H3 1.21 -4.24 -2.89
C2 0.42 -0.47 4.09
H4 -1.84 2.97 -0.71
C3 -2.01 -0.22 4.00
H5 1.51 -5.60 -1.81
H6 -2.99 -0.17 4.46
H7 2.41 3.72 -0.32
C4 -1.42 3.79 -1.28
O1 -2.37 0.21 0.35
N2 0.01 3.59 -1.57
H8 1.69 0.37 -2.75
C5 0.56 2.39 -1.62
H9 -1.69 -3.81 0.86
C6 1.62 -0.44 1.82
O2 1.16 -0.22 0.50
Mo1 -0.58 0.13 -0.04
O3 -0.80 -0.49 6.05
H10 3.40 3.64 -1.80
H11 0.98 5.40 -1.03
H12 -1.75 -4.08 -3.28
H13 0.09 -3.87 1.09
C7 0.71 4.84 -1.92
C8 0.43 -0.34 2.73
C9 2.45 0.96 -2.25
Si1 -0.54 -4.47 -1.20
C10 1.15 -4.56 -1.85
H14 -0.85 -5.34 1.03
H15 2.95 0.36 -1.49
H16 -2.78 -3.77 -1.85
H17 1.33 -0.62 4.66
H18 -1.51 4.71 -0.70
C11 -0.83 -0.39 4.75
H19 0.02 5.43 -2.52
N3 -0.69 -0.14 2.03
H20 -1.67 -0.44 6.48
O4 -4.15 -0.04 1.78
H21 -1.01 1.32 -2.33
C12 2.87 3.06 -1.04
H22 1.84 -3.97 -1.24
H23 -1.97 3.92 -2.21
O5 2.74 -0.67 2.07
H24 3.60 2.43 -0.54
N4 1.87 2.16 -1.64
C13 -2.99 0.03 1.63
H25 3.19 1.27 -2.99
C14 -1.88 -0.10 2.64
C15 -2.00 -4.41 -2.27

No. 8
Below is a gas-phase ion, C15H25N2O2 (charge +1), with properties calculated with ωB97M-V/def2-TZVPD.

Results
- frontier orbital gap (eV) = 7.2
- lowest unoccupied orbital energy (eV) = -3.301
- structure (SMILES) = CCCC[NH2+]c1ccc(C(=O)OCCN(C)C)cc1
- ΔE to the lowest compared entry with this formula, charge and spin (kJ/mol) = 17.4
- total charge = +1
- largest force on an atom (eV Å⁻¹) = 0.9
- E_HOMO (eV) = -10.50
- spin multiplicity = 1

Atoms and positions in Å:
H1 2.75 -3.38 -3.04
N1 0.17 4.67 3.29
H2 1.77 -5.13 -1.48
H3 -0.47 3.94 5.18
H4 -1.72 5.60 3.61
H5 0.53 1.17 -1.22
H6 -1.60 -1.60 1.22
C1 0.78 -3.84 -3.69
H7 1.56 -2.24 -2.45
O1 0.51 1.72 1.12
H8 -1.24 -4.48 -4.02
C2 -0.31 -0.51 -2.25
H9 0.04 -0.20 -3.22
C3 1.68 -4.05 -1.31
C4 -0.69 -3.87 -3.30
C5 0.43 4.31 4.67
H10 0.79 5.19 5.20
N2 -1.32 -2.51 -3.30
H11 0.90 -3.28 -4.62
H12 -0.83 6.11 2.16
H13 2.50 -3.75 -0.68
C6 1.74 -3.30 -2.63
H14 1.73 3.11 1.94
C7 -0.50 -0.15 0.12
C8 -0.23 0.65 1.36
H15 0.76 -3.86 -0.77
H16 -0.29 6.64 3.76
H17 -0.65 3.93 1.54
H18 -0.82 -4.31 -2.31
O2 -0.64 0.31 2.44
H19 -2.11 -2.99 -0.77
C9 -0.72 5.81 3.20
C10 0.83 2.56 2.23
H20 1.03 1.93 3.10
C11 -0.04 0.26 -1.13
C12 -0.31 3.55 2.51
H21 -0.99 -2.00 -4.13
C13 -1.04 -1.68 -2.11
H22 1.20 3.54 4.72
H23 -2.34 -2.62 -3.38
H24 -1.14 3.02 2.99
H25 1.07 -4.88 -3.90
C14 -1.52 -2.09 -0.87
C15 -1.24 -1.32 0.24